1.
The following is a quantum chemistry calculation of a 2-piece molecular cluster, C3H4OS overall, from the Open Molecules 2025 dataset.

Positions of all 9 atoms, in Å:
C1 2.22353 2.23822 -0.05555
C2 1.33676 1.46916 0.13955
C3 -0.90561 -1.46372 -0.11701
O1 -2.18856 0.80244 0.57536
S1 -1.26981 0.36292 -0.43934
H1 3.27915 2.38628 0.19206
H2 -0.30576 -1.66064 0.75755
H3 -0.43951 -2.01142 -0.94554
H4 -1.73019 -2.12324 -0.10709

Force components x, y, z for each atom (eV/Å):
C 3.75 1.18 0.45
C -4.18 -2.45 -0.14
C 0.94 0.20 -0.83
O -0.93 0.35 1.12
S 2.28 -1.61 -0.75
H -0.80 0.59 -0.58
H 0.13 0.45 0.37
H 0.80 1.14 -0.34
H -1.99 0.16 0.71

Calculated values
Lowest unoccupied orbital energy (spin up / spin down)   -2.395 / -1.654 eV
Relative energy (zero: lowest compared OMol25 entry of this formula, charge and spin)   636.1 kJ/mol
HOMO energy (spin up / spin down)   -0.3485 / -0.3805 Eh
Orbital gap (spin up / spin down)   7.088 / 8.699 eV


2.
The following is a quantum chemistry calculation of a 2-piece molecular cluster, C8H11BrClN2O2 overall, from the Open Molecules 2025 dataset.

Positions of all 25 atoms, in Å:
C1 -0.82319 -0.41713 1.64026
C2 -0.28533 0.65078 2.50348
C3 -1.68134 1.55801 1.09348
C4 -0.39284 -1.83818 1.75666
C5 1.38673 -0.35073 -2.62034
C6 1.61406 0.74941 -0.38937
C7 0.67775 -0.22074 -1.21980
C8 -0.69523 0.30832 -1.16285
N1 -1.63061 0.13997 0.75179
N2 -0.86807 1.82178 2.06783
O1 0.46800 0.46655 3.46519
O2 -2.48557 2.20725 0.45525
Cl1 -0.94620 1.85473 -1.82858
Br1 -1.73092 -1.08056 -2.09858
H1 -1.17114 -2.31917 2.47371
H2 0.44506 -1.82831 2.27931
H3 -0.41086 -2.32205 0.73764
H4 0.65987 0.25619 -3.27318
H5 2.48341 -0.02305 -2.64490
H6 1.27148 -1.32664 -2.93281
H7 1.16604 1.12247 0.54366
H8 2.60938 0.38647 -0.33171
H9 1.80817 1.73127 -0.82981
H10 0.92070 -1.14639 -0.76941
H11 -2.38933 -0.38025 0.33306

Force components x, y, z for each atom (eV/Å):
C 0.57 -0.63 0.75
C -0.66 -0.07 -0.14
C -1.68 0.46 -0.76
C -6.03 -0.24 -1.84
C -1.41 3.09 0.00
C -1.35 1.48 -0.14
C 4.22 2.72 0.37
C -0.44 -1.28 -0.88
N 1.27 -1.89 1.01
N 1.47 0.89 1.41
O -0.21 0.19 -0.63
O -0.45 0.74 0.15
Cl 0.23 0.61 -0.86
Br -0.79 -0.22 -0.30
H 1.10 0.10 -1.30
H 4.21 -0.34 1.90
H 0.30 0.12 1.31
H 1.82 -0.53 0.29
H -1.75 -0.28 0.03
H 0.10 -2.21 -0.88
H 0.38 -0.92 0.17
H 0.77 -0.93 0.71
H -0.47 -0.05 -0.93
H -1.09 -1.20 0.89
H -0.10 0.38 -0.33

Calculated values
Total charge   -1
Lowest unoccupied orbital energy (spin up / spin down)   2.859 / 2.871 eV
Relative energy (zero: lowest compared OMol25 entry of this formula, charge and spin)   157.9 kJ/mol
HOMO energy (spin up / spin down)   -0.1220 / -0.1350 Eh
Orbital gap (spin up / spin down)   6.178 / 6.544 eV


3.
The following is a quantum chemistry calculation of one molecule with the formula C6H13N3O, from the Open Molecules 2025 dataset.

Positions of all 23 atoms, in Å:
C1 -1.44885 -1.66934 -0.59453
N1 -0.77112 -0.38637 -0.80616
C2 -1.49112 0.82234 -0.01250
N2 -1.52917 1.93693 -0.84365
O1 -2.38377 0.57888 0.77296
H1 -0.65714 -0.18166 -1.79764
H2 -0.64265 2.23221 -1.22763
H3 -2.02501 2.70380 -0.40974
H4 -0.85963 -2.46932 -1.04130
H5 -1.57597 -1.81906 0.47529
H6 -2.43814 -1.62963 -1.04840
C3 1.56605 -1.44434 0.47063
C4 0.87788 -0.22524 -0.12034
C5 0.71073 1.16201 2.00883
C6 1.63224 0.47815 -1.10274
N3 0.25826 0.59488 0.97206
H7 1.93884 -2.09202 -0.32274
H8 2.44020 -1.12197 1.03950
H9 0.93603 -2.02603 1.14571
H10 0.40886 2.17234 2.28980
H11 1.22189 0.58004 2.78126
H12 1.12387 1.26609 -1.65235
H13 2.70771 0.53731 -0.97631

Force components x, y, z for each atom (eV/Å):
C -0.09 0.29 0.01
N 0.87 0.35 1.31
C -0.75 -0.92 -0.91
N 0.50 0.08 0.23
O 0.93 -0.16 -0.28
H 0.02 0.08 0.06
H 0.07 -0.07 0.04
H -0.03 -0.09 0.02
H 0.01 0.04 0.05
H 0.06 -0.06 -0.03
H -0.02 -0.12 0.01
C -0.28 -0.46 -0.40
C -0.01 -0.46 -0.12
C -0.76 -1.35 0.58
C -1.05 -0.35 0.33
N 0.12 2.71 -0.75
H -0.09 -0.01 0.04
H -0.08 0.22 0.03
H -0.10 0.09 -0.03
H -0.42 -0.15 0.04
H 0.91 0.28 -0.24
H 0.32 0.22 0.16
H -0.14 -0.15 -0.13

Calculated values
Lowest unoccupied orbital energy (spin up / spin down)   0.593 / 0.593 eV
Relative energy (zero: lowest compared OMol25 entry of this formula, charge and spin)   561.5 kJ/mol
HOMO energy (spin up / spin down)   -0.2431 / -0.2430 Eh
Orbital gap (spin up / spin down)   7.207 / 7.207 eV


4.
The following is a quantum chemistry calculation of one molecule with the formula C3H4F2IN, from the Open Molecules 2025 dataset.

Positions of all 11 atoms, in Å:
C1 -0.22185 -0.39957 -0.51472
C2 1.09329 0.08288 -0.83095
C3 -0.99536 0.22058 0.51714
N1 -0.70972 -1.35465 -1.25279
F1 0.83464 1.06640 3.02456
F2 -2.10690 -0.30513 1.08003
I1 -0.40016 1.89167 1.44093
H1 1.43130 -0.72457 -1.38419
H2 1.09002 1.03765 -1.37645
H3 1.51687 0.08214 0.13083
H4 -1.53213 -1.59740 -0.83439

Force components x, y, z for each atom (eV/Å):
C -2.73 -1.30 -1.56
C -0.35 1.42 0.02
C -0.41 1.43 1.81
N 2.76 1.30 0.18
F -0.29 0.33 -0.39
F 0.75 -0.21 -1.04
I 0.14 -1.02 0.11
H 1.47 -1.04 -1.39
H 0.30 -0.31 0.39
H 1.73 0.65 0.95
H -3.36 -1.25 0.92

Calculated values
Lowest unoccupied orbital energy (spin up / spin down)   -1.756 / -1.907 eV
Relative energy (zero: lowest compared OMol25 entry of this formula, charge and spin)   373.0 kJ/mol
HOMO energy (spin up / spin down)   -0.3482 / -0.3505 Eh
Orbital gap (spin up / spin down)   7.719 / 7.629 eV


The lowest relative energy (zero: lowest compared OMol25 entry of this formula, charge and spin) belongs to which entry?
C8H11BrClN2O2


What is the relative energy (zero: lowest compared OMol25 entry of this formula, charge and spin) in the first record?
636.1 kJ/mol